DFT (wB97M-V/def2-TZVPD) results for a 9-piece molecular cluster, C34H91N5O12 overall in a non-equilibrium geometry.

Each line ends with the Löwdin charge.
Atoms and positions in Å:
H -1.20367 1.41147 -2.45482  0.049
H 4.28462 -2.08560 -2.72353  0.077
H -6.49750 1.69666 5.56921  0.090
H -4.41221 -2.32977 0.00648  0.062
H -2.21030 2.20917 4.70220  0.042
H 8.03605 2.80875 0.94250  0.089
H 7.31872 -2.95192 -3.81218  0.073
C -1.73636 -6.87106 -0.78828  -0.244
O 6.56529 -3.54678 -3.87811  -0.105
C 0.99778 1.07318 -0.20951  -0.184
C 3.74811 -2.10644 -1.76690  -0.095
H -0.36916 -4.46727 -2.09410  0.116
H -0.93772 -1.12274 0.10962  0.095
H -5.36174 -3.56375 -0.73376  0.075
H -4.61857 2.42815 -0.27988  0.131
H -3.13332 4.13800 1.72756  0.132
H 2.06903 -0.27370 -2.57008  0.112
C -1.70596 -0.54266 -0.40248  -0.066
O 8.80445 -3.15654 0.16932  -0.097
H -5.50838 6.65512 0.44034  0.087
N -2.94291 -5.28396 -2.34422  -0.037
C -0.90228 4.52721 -2.50127  -0.073
H -0.31651 4.47287 -1.58410  0.058
H 7.04160 -1.70072 1.80592  0.070
H -5.95304 -2.24362 -2.66052  0.115
H 4.56986 3.43840 1.38426  0.133
C 6.95328 2.67013 0.85375  -0.138
O -3.89107 -2.41403 -2.60258  -0.102
H -7.10643 3.22110 4.96062  0.089
H 3.16410 2.19637 -2.44671  0.124
C -5.62986 0.91701 1.72920  -0.191
C 6.11807 -2.03586 -5.73717  -0.088
H 7.01006 -3.33913 -0.73242  0.096
O -1.91453 0.91501 7.19669  -0.170
H 6.05354 -1.38591 0.28859  0.053
H -5.02023 0.03902 1.49614  0.102
C 7.37614 -3.10837 0.26492  -0.291
H 7.17918 -1.79556 -5.84031  0.077
H -0.13676 -5.58000 0.77720  0.082
H -3.74019 6.42078 0.35703  0.085
C -0.22615 -6.64648 0.99092  -0.101
H -2.28381 -7.69173 -1.25854  0.133
C -6.45239 2.38308 4.71358  -0.119
O 6.37474 3.86349 0.46696  -0.195
C -1.86081 -5.41369 -3.33404  -0.211
H -1.94170 -0.97187 -1.37704  0.083
H -2.23725 -0.94272 6.54892  0.130
H -2.25249 -5.42958 -4.35348  0.121
H -0.13669 -6.82259 2.06001  0.087
H 4.61168 3.27428 -0.41125  0.108
H -3.18463 1.92571 0.59022  0.098
H 2.80325 -2.64050 -1.90501  0.076
H 0.82577 -2.58346 -4.39931  0.095
C 4.52661 5.29975 0.27920  -0.429
N 5.06834 5.86210 -1.01646  0.037
C 4.95035 3.86053 0.44851  -0.190
H 6.83745 1.82223 0.16793  0.085
C 7.01873 -1.66252 0.71622  -0.078
H -3.69684 0.55763 5.35999  0.120
H -6.96085 -0.16324 3.06239  0.125
C -6.23706 0.65979 3.09780  -0.217
C -2.52832 -5.58579 -0.96256  -0.218
H -3.03601 4.23469 -0.04946  0.106
H -1.11262 2.64478 6.26554  0.069
H 2.43681 5.06246 -0.24466  0.070
C 0.12953 -2.34001 -3.58935  -0.118
H -3.85409 -2.29535 -3.55550  0.096
H 6.97149 -3.80219 1.00447  0.105
H -3.78519 -1.50887 4.49741  0.079
C -4.08681 2.54019 0.67744  -0.206
H -2.61929 3.44009 -3.29338  0.110
N -4.75062 2.08822 1.89285  -0.043
H 0.03269 1.55073 6.95879  0.089
H -3.09655 -4.27402 -2.33453  0.059
H -5.42687 2.74908 4.60111  0.080
H 1.75225 1.14775 0.57428  0.130
H 0.53325 -7.25230 0.48736  0.089
O -1.49465 -7.12590 0.57591  -0.185
O 3.54036 -0.82148 -1.22473  -0.178
H 5.92336 5.31567 -1.14372  0.055
H 2.73033 5.26413 1.47115  0.076
H 0.96470 1.94141 -2.15645  0.090
H 7.75921 -0.93840 0.38379  0.067
H -1.55945 5.39767 -2.47940  0.070
H -4.54435 6.46529 1.93547  0.088
C -1.78162 3.28490 -2.60053  -0.318
C -3.69796 3.99284 0.79290  -0.244
H -1.49191 -6.45015 -3.29255  0.105
H 3.59776 1.59500 -0.84171  0.097
H -2.27924 3.06299 -1.65040  0.076
H -5.10437 -0.82434 -2.04944  0.108
H -1.04345 2.53532 8.04003  0.088
H 4.98338 -3.72453 -5.06424  0.106
C -5.10304 -1.92147 -2.05004  -0.306
C -0.65652 -4.53070 -3.15569  -0.234
H -6.17989 -2.06929 -0.22679  0.074
H -0.23874 4.56477 -3.36183  0.077
C 3.05794 5.59468 0.48216  -0.065
C -2.71198 0.28523 4.95016  -0.438
O -1.34490 0.79732 -0.71452  -0.266
C 2.88880 1.48400 -1.66419  -0.206
C -2.91302 -0.97944 4.10803  -0.058
O -6.96687 1.79884 3.54170  -0.191
C 3.05856 0.06689 -2.19737  -0.238
H 4.40789 -2.63619 -1.08027  0.079
H -0.79902 -0.26815 5.87724  0.133
H 5.65697 -1.34508 -5.03113  0.064
C -0.41574 1.44063 0.15936  -0.186
H -5.48506 0.38895 3.84506  0.095
H 5.48942 6.75949 -0.78669  0.064
H -6.49004 1.01857 1.05749  0.126
H 5.09869 5.87154 1.02390  0.132
H -1.99412 -4.73333 -0.51060  0.109
H -2.63412 -0.50329 0.18008  0.072
C -0.96877 1.96982 7.11718  -0.102
C -5.26528 -2.47671 -0.65713  -0.084
H 0.23041 -4.95045 -3.65915  0.129
O -0.93791 -3.24186 -3.64258  -0.190
H -2.98941 -0.79624 3.04077  0.059
H -0.62041 2.51419 0.11900  0.119
N 1.53364 1.82923 -1.32666  -0.054
H -5.47039 2.77358 2.13397  0.104
H 6.68412 2.37294 1.87880  0.091
C 6.03150 -3.45634 -5.21235  -0.309
H -3.42599 -5.67094 -0.34215  0.116
H -0.69305 1.13163 1.17682  0.120
O -1.01379 2.17145 -3.02379  -0.101
H 0.64015 -2.28751 -2.61835  0.067
H 2.86453 6.66205 0.39548  0.074
H 3.60154 0.02891 -3.15783  0.118
H 5.58652 -1.92601 -6.68129  0.076
H 6.54674 -4.19158 -5.82976  0.107
H 0.91529 0.00881 -0.50731  0.111
H -2.08011 -1.66651 4.29499  0.075
C -1.83343 -0.00610 6.13896  -0.232
H -3.03848 1.61738 3.46364  0.032
H 9.17903 -2.93719 1.02710  0.076
H -0.28186 -1.33686 -3.71477  0.087
H -0.78172 -6.77719 -1.32237  0.103
C -4.65866 6.15189 0.89231  -0.096
N -2.25699 1.40458 4.08422  0.058
O -4.87167 4.75796 0.79418  -0.183

**SMILES**: COC[C@H](C)N.COC[C@H](C)N.COCCNCCOC.COCCNCCOC.COCCNCCOC.CCO.CCO.CCO.CCO
**M**: 762.1 g/mol
**Energy above the lowest of the compared OMol25 structures with the same formula, charge and spin**: 47.2 kcal/mol
**Gap between HOMO and LUMO**: 0.32652 Ha

***

DFT (wB97M-V/def2-TZVPD) results for a 11-piece molecular cluster, C34H92ClO16P2S12 overall in a non-equilibrium geometry.

Each line ends with the Löwdin charge.
Atoms and positions in Å:
O 8.75924 -3.15918 4.55762  -0.556
O -4.33394 0.26819 -0.28308  -0.288
O -2.04498 2.69490 -12.04212  -0.550
P -4.90702 1.50078 -0.87937  0.535
H 9.60045 -11.15522 5.22161  0.055
H -2.96602 4.07370 -4.29767  0.080
H 0.59295 -0.78679 -5.45704  0.014
C 10.49085 -2.64781 2.61531  -0.273
C -4.18648 3.12466 -2.77785  -0.304
C -6.34257 6.73931 2.85506  -0.261
H 1.62381 -1.38783 0.48713  0.066
C -1.19585 4.26085 -0.65329  -0.268
H -5.38895 7.17148 2.55861  0.051
H -0.36068 1.24786 -8.61639  0.029
H -7.99299 4.71121 3.87173  0.064
Cl 2.84883 5.27981 -5.91879  0.379
S 4.50244 -7.21447 4.95515  0.803
H -0.69691 2.28705 2.36933  0.110
S -2.32164 3.90989 -11.23234  0.804
S -1.39768 1.10327 -1.28399  0.683
H -1.43029 4.68414 -9.14716  0.055
H 1.00758 1.03714 0.15877  0.096
H 1.02054 5.79302 -1.27111  0.123
H -1.85704 1.67886 -2.41716  -0.130
H -5.27194 2.93148 0.94723  0.059
C -0.27669 2.31392 1.36255  -0.238
H -0.31524 3.54921 -9.96904  0.058
H -4.48764 3.35846 -4.88276  0.087
O -9.35251 0.29951 1.29055  -0.565
H 2.64435 4.80639 -2.62910  0.113
H 3.16788 -1.86328 1.18452  0.082
C 3.60488 -7.65961 6.44956  -0.261
C -0.11570 0.99819 7.69373  -0.263
H 2.48310 3.56738 7.59022  0.052
S 7.23879 -11.56952 5.24814  0.803
H 4.34357 -4.04203 -7.12113  0.058
O -1.96086 1.61737 -6.18508  -0.566
H 1.41420 4.09889 -3.67109  0.089
H 4.09970 -2.75799 -8.34635  0.063
H -0.31179 4.93909 -12.03748  0.057
H -6.81074 -0.47870 -0.19619  0.109
H 6.19249 -9.45033 5.07653  0.001
H -12.76140 0.22931 2.34774  0.056
C 1.52044 3.11002 7.80848  -0.266
H 10.09091 -1.63487 2.56605  0.056
H -0.57540 -0.14331 -4.27659  0.026
S -10.47749 -0.38553 1.98920  0.817
S -0.53339 1.17402 -6.25614  0.808
C 3.33242 -5.97435 4.39270  -0.277
C -0.40426 -0.36620 -5.33049  -0.253
S 1.51870 1.45732 7.10064  0.805
H -0.14653 1.07665 8.78018  0.062
H 3.20081 -0.94017 -5.11938  0.041
P -1.59717 2.63531 0.12166  0.778
H 5.67064 -2.78080 6.82309  0.064
H -1.76070 5.47597 -12.92221  0.050
C 2.24275 -1.32319 1.38472  -0.062
C -6.85814 -0.52804 -2.37703  -0.064
H -1.42924 6.13039 -11.30094  0.052
H 8.38022 -3.74646 1.05547  0.051
C 3.70709 -1.58806 -5.83292  -0.262
H 7.95296 -9.28423 5.29662  0.062
H 5.92632 -1.00927 6.82107  0.060
O 1.45912 0.90320 2.14184  -0.145
H -2.07345 4.78659 -1.02083  0.091
H -7.82275 -0.84214 -2.78240  0.072
C 0.54872 5.36631 -2.15862  -0.205
S 2.47274 -2.65379 -6.59414  0.830
H -6.41317 0.13344 -3.11910  0.069
H 3.21045 -2.48313 6.57347  0.063
H 8.99269 -11.68987 3.62328  0.050
O -4.40531 1.76119 -2.41064  -0.230
H -12.05768 1.07547 0.93466  0.059
H -0.18836 0.14834 1.12440  0.117
H 2.40904 -1.50882 5.31528  0.045
H -6.26337 -1.43590 -2.28128  0.077
H -11.38978 -1.08514 -0.11331  0.059
C 1.70056 5.00600 -3.13175  -0.273
H 4.44036 -2.20187 -5.31054  0.056
H 3.55185 -6.79368 7.10946  0.052
C -11.16519 -1.57821 0.83263  -0.267
C -0.15830 4.05674 -1.79420  -0.269
H 7.27515 -9.74107 3.70317  0.059
H -1.04026 -0.30122 -8.06518  0.075
C -7.10017 0.16492 -1.02259  -0.263
O -5.48280 4.24563 2.66519  -0.559
H 2.34924 -6.43065 4.26811  0.059
C 8.00224 -3.42610 2.02680  -0.269
H 11.35219 -2.67019 3.27940  0.050
C -4.46382 2.89696 0.21975  -0.257
H -12.06768 -2.01602 1.25853  0.056
C -1.35658 3.76030 -9.72137  -0.280
S 1.92654 6.28323 -4.37322  0.358
C -3.17973 2.65834 1.03350  -0.313
H 3.29116 0.13901 2.56407  0.109
H -5.09527 3.72482 -2.66241  0.128
H -4.46168 3.86875 -0.27345  0.083
H 9.20206 -12.86802 4.94056  0.047
H 1.72452 -1.80475 2.21390  0.082
O 2.50454 0.65714 7.87849  -0.554
O 0.62582 6.72538 -4.81193  -0.339
H -0.86139 1.65286 7.24247  0.053
H 3.37969 -0.70049 6.57102  0.009
H 0.72392 3.69934 7.35403  0.053
H 0.45337 3.12645 1.33396  0.104
O 7.24824 -11.62108 6.73575  -0.559
H -0.12377 6.09831 -2.60092  0.114
H -8.84160 5.42540 2.46454  0.060
H -1.77170 2.93907 -9.14009  0.030
H 4.19247 -0.98273 -6.59861  0.063
H -3.12474 2.29512 -4.43871  0.039
O 1.59313 -1.77917 -7.42152  -0.568
O 2.86053 7.28376 -3.91943  -0.336
C 3.60824 -3.49014 -7.70600  -0.259
C -11.88107 0.73848 1.95613  -0.271
H 4.15004 -8.46170 6.94398  0.051
H 3.07644 0.58774 0.86197  0.118
H -1.15698 -1.07198 -5.68000  0.072
O 4.39729 -8.37113 4.02076  -0.558
C 3.29278 -1.59334 5.94822  -0.274
C -3.64159 3.22426 -4.21284  -0.050
H -8.35607 3.71260 2.44046  0.053
H -0.65675 3.66044 -2.67782  0.099
C 2.58216 0.13821 1.73395  -0.250
C 5.92700 -1.91453 6.21330  -0.249
H -0.30479 -0.03084 7.39485  0.051
H 0.60136 3.36660 -1.41764  0.102
H 3.29065 -5.16061 5.11422  0.034
H 7.76612 -2.36167 2.01004  0.056
C 8.93234 -11.84150 4.70109  -0.278
H 3.68332 -5.58679 3.43987  0.044
H 2.60399 -8.00279 6.18743  0.058
H 6.91366 -2.05918 5.77342  0.026
S 4.73242 -1.73432 4.88602  0.790
H 10.78534 -2.99115 1.62362  0.052
S 9.24522 -3.75950 3.28559  0.816
H -10.42267 -2.35748 0.67398  0.051
H -0.67512 4.83203 0.11910  0.099
H 7.10479 -3.99074 2.27328  0.046
H -3.28723 1.74895 1.62550  0.109
C -8.08593 4.70924 2.78609  -0.250
H -8.17133 0.31611 -0.91771  0.091
C -0.27807 0.45394 -7.87716  -0.250
H -6.36601 6.60598 3.93612  0.062
O 4.64330 -3.04790 4.17800  -0.573
C 7.16439 -9.83642 4.78286  -0.277
H -11.64292 1.59113 2.58847  0.046
H -3.44533 3.60377 -2.12445  0.059
S -6.50874 5.14327 2.04812  0.821
H -3.10493 3.50069 1.73268  0.099
H 1.38014 3.04583 8.88710  0.062
H -7.15394 7.39088 2.53251  0.058
O -6.52103 1.48425 -0.92308  -0.196
C 0.49278 1.00760 1.12694  -0.336
H 0.71597 0.00851 -7.92605  0.024
H 3.03172 -4.18299 -8.31495  0.055
C -1.35182 5.25039 -11.93974  -0.274

**Net charge**: +1
**M**: 1239.3 g/mol
**Gap between HOMO and LUMO**: 0.25695 Ha